Here is a structure of composition C45H36N6O6PtSSb from OMol25. Energies are from wB97M-V/def2-TZVPD.

Each line ends with the Löwdin charge.
Atoms and positions in Å:
Pt: 1.31 0.27 -0.14  1.290
C: 1.34 0.87 4.28  0.048
C: 1.84 0.22 3.03  -0.448
O: 1.12 0.18 2.00  -0.202
N: 3.06 -0.31 3.09  0.135
C: 3.66 -1.13 2.04  -0.071
C: 4.42 -0.34 1.01  -0.248
C: 5.80 -0.46 0.91  0.018
C: 6.48 0.24 -0.08  -0.004
C: 5.76 1.07 -0.93  -0.016
C: 4.39 1.15 -0.75  -0.114
N: 3.73 0.46 0.18  0.030
H: 0.28 1.12 4.17  0.081
H: 1.90 1.78 4.48  0.112
H: 1.45 0.21 5.13  0.112
H: 3.58 -0.19 3.95  0.174
H: 2.86 -1.68 1.55  0.103
H: 4.33 -1.84 2.51  0.144
H: 6.33 -1.12 1.58  0.130
H: 7.55 0.13 -0.19  0.132
H: 6.24 1.64 -1.70  0.124
H: 3.79 1.79 -1.40  0.103
O: 0.77 6.19 -4.60  0.134
N: 0.79 5.99 -3.42  -0.328
O: 0.78 6.85 -2.56  0.120
C: 0.84 4.58 -2.99  -0.028
C: 0.87 3.67 -4.00  0.100
C: 0.96 2.29 -3.76  -0.100
C: 0.99 1.29 -4.77  0.074
C: 1.10 -0.02 -4.41  0.024
C: 1.20 -0.38 -3.06  -0.040
N: 1.16 0.53 -2.11  -0.060
C: 1.02 1.85 -2.43  -0.182
C: 0.94 2.78 -1.36  -0.161
N: 0.95 2.24 -0.10  -0.054
C: 0.87 3.05 0.95  -0.053
C: 0.80 4.42 0.80  0.027
C: 0.80 4.99 -0.45  0.079
C: 0.85 4.17 -1.60  -0.022
H: 0.83 4.04 -5.02  0.149
H: 0.94 1.59 -5.81  0.149
H: 1.11 -0.80 -5.16  0.136
H: 1.33 -1.41 -2.77  0.125
H: 0.86 2.57 1.92  0.113
H: 0.75 5.05 1.68  0.135
H: 0.78 6.06 -0.56  0.123
C: -4.53 -3.11 -2.20  -0.039
C: -5.06 -2.20 -1.30  -0.037
C: -4.22 -1.38 -0.56  -0.107
C: -2.85 -1.50 -0.73  -0.355
C: -2.31 -2.40 -1.64  -0.135
C: -3.15 -3.23 -2.36  -0.054
Sb: -1.63 -0.39 0.67  1.778
C: -2.63 -0.40 2.60  -0.319
C: -2.66 0.79 3.31  -0.160
C: -3.39 0.85 4.48  -0.050
C: -4.05 -0.28 4.95  -0.026
C: -3.97 -1.47 4.25  -0.024
C: -3.26 -1.55 3.06  -0.092
C: -2.62 1.44 -0.27  -0.293
C: -2.10 1.85 -1.48  -0.140
C: -2.65 2.98 -2.08  -0.056
C: -3.69 3.66 -1.46  -0.042
C: -4.19 3.21 -0.24  -0.035
C: -3.65 2.09 0.37  -0.103
H: -5.19 -3.72 -2.80  0.122
H: -6.13 -2.12 -1.17  0.123
H: -4.64 -0.65 0.13  0.105
H: -1.23 -2.49 -1.76  0.089
H: -2.74 -3.96 -3.04  0.117
H: -2.14 1.67 2.95  0.098
H: -3.44 1.79 5.03  0.121
H: -4.63 -0.22 5.86  0.126
H: -4.47 -2.36 4.61  0.128
H: -3.22 -2.48 2.52  0.083
H: -1.31 1.30 -1.98  0.080
H: -2.27 3.32 -3.04  0.113
H: -4.13 4.53 -1.93  0.123
H: -5.01 3.73 0.24  0.125
H: -4.05 1.74 1.32  0.100
O: -0.53 -3.51 2.97  -0.234
S: -0.76 -3.60 1.57  0.670
O: -2.11 -3.68 1.10  -0.269
N: -0.06 -2.23 0.85  -0.143
C: 0.96 -2.56 0.09  -0.514
O: 1.73 -1.71 -0.48  -0.166
C: 1.20 -4.01 -0.02  -0.146
C: 2.17 -4.62 -0.80  0.021
C: 2.22 -6.01 -0.79  -0.017
C: 1.34 -6.75 -0.01  -0.006
C: 0.36 -6.13 0.76  0.009
C: 0.31 -4.75 0.74  -0.187
H: 2.85 -4.04 -1.40  0.127
H: 2.95 -6.52 -1.40  0.126
H: 1.41 -7.83 0.01  0.131
H: -0.35 -6.71 1.35  0.140

* energy: -89067.1710 eV
* energy above the lowest of the compared OMol25 structures with the same formula, charge and spin: 159.5 kJ/mol
* frontier orbital gap: 5.698 eV
* total charge: +3
* E_HOMO: -15.866 eV